122
Properties=species:S:1:pos:R:3:lowdin_charge:R:1 method="wB97M-V/def2-TZVPD" total_charge=+1 homo_ev=-9.37 energy_ev=-187883.9616 gap_ev=6.60 spin_multiplicity=1
Hf -0.07627 0.19229 0.25192 1.542
C -0.48953 0.71619 4.78671 -0.048
C 0.73041 1.22196 5.22976 -0.040
C 1.55976 1.83522 4.32270 0.008
C 1.20114 1.86837 2.97473 -0.300
N 0.08026 1.28359 2.52678 0.028
C -0.76871 0.78224 3.44343 -0.172
N 1.99007 2.64479 2.13603 0.207
C 2.18260 2.38308 0.91607 -0.272
N 1.80056 1.23678 0.18391 0.000
C 2.53794 1.25210 -0.99739 -0.288
N 2.80406 0.27908 -1.78803 0.175
C 2.41055 -1.02067 -1.53854 -0.308
C 3.23284 -2.02369 -2.08177 -0.003
C 2.94271 -3.34625 -1.86656 -0.043
C 1.80447 -3.67858 -1.12621 -0.049
C 1.03044 -2.65946 -0.64802 -0.136
N 1.30940 -1.34820 -0.84212 0.012
C 3.18936 2.56979 -1.14490 -0.106
C 3.93847 3.10186 -2.17483 0.004
C 4.46857 4.37299 -1.98258 -0.055
C 4.27162 5.06103 -0.78264 -0.056
C 3.53602 4.49945 0.25486 -0.001
C 2.99314 3.25007 0.03696 -0.122
H -1.21435 0.29065 5.46871 0.118
H 1.00150 1.17478 6.27764 0.115
H 2.48182 2.31731 4.61688 0.119
H -1.71735 0.44133 3.05672 0.101
H 4.10190 -1.70440 -2.64224 0.119
H 3.59030 -4.12242 -2.26032 0.116
H 1.52274 -4.70619 -0.93964 0.114
H 0.12213 -2.87433 -0.10296 0.108
H 4.09524 2.54687 -3.09291 0.109
H 5.05358 4.83459 -2.76932 0.107
H 4.70546 6.04580 -0.65691 0.109
H 3.38518 5.01852 1.19503 0.123
O -1.34592 -1.28635 -1.16688 -0.411
P -2.02082 -1.46316 -2.49726 0.773
C -0.87228 -0.92239 -3.79201 -0.266
P -0.34632 0.77974 -3.46432 0.784
O -0.10569 0.94551 -1.98699 -0.464
C -1.61688 1.84757 -4.10942 -0.304
C -2.30068 2.71556 -3.26887 -0.075
C -3.27669 3.55116 -3.80224 -0.051
C -3.56347 3.51296 -5.15837 -0.063
C -2.88277 2.63381 -5.99862 -0.067
C -1.90891 1.80131 -5.47678 -0.089
C 1.07727 1.09620 -4.50596 -0.273
C 1.30048 2.40916 -4.93444 -0.063
C 2.42823 2.71504 -5.68199 -0.067
C 3.33373 1.71452 -6.00833 -0.067
C 3.11869 0.40940 -5.58401 -0.064
C 1.99816 0.10143 -4.82984 -0.085
C -2.39980 -3.17460 -2.83072 -0.264
C -3.67650 -3.65680 -2.53243 -0.056
C -3.96641 -5.00147 -2.71339 -0.059
C -2.98880 -5.86448 -3.19058 -0.062
C -1.71638 -5.38965 -3.48684 -0.068
C -1.41943 -4.04790 -3.30657 -0.076
C -3.53309 -0.54799 -2.67722 -0.304
C -4.05562 0.07433 -1.55119 -0.106
C -5.23234 0.80830 -1.65779 -0.051
C -5.87576 0.90863 -2.88092 -0.058
C -5.35641 0.27514 -4.00966 -0.065
C -4.18539 -0.45165 -3.91181 -0.077
H -1.30104 -1.02918 -4.79171 0.090
H 0.01075 -1.56041 -3.70679 0.054
H -2.09114 2.71357 -2.20457 0.020
H -3.81180 4.23055 -3.14882 0.116
H -4.32361 4.16698 -5.56860 0.110
H -3.10784 2.60722 -7.05742 0.110
H -1.36008 1.13398 -6.13725 0.116
H 0.58574 3.18845 -4.69522 0.116
H 2.59459 3.73323 -6.01334 0.113
H 4.21412 1.95147 -6.59273 0.112
H 3.82696 -0.36880 -5.84005 0.111
H 1.85295 -0.91975 -4.50003 0.092
H -4.43983 -2.98162 -2.16149 0.113
H -4.95675 -5.37427 -2.48641 0.112
H -3.21793 -6.91446 -3.33251 0.112
H -0.95672 -6.06612 -3.85828 0.110
H -0.42086 -3.69017 -3.53430 0.097
H -3.54518 -0.01285 -0.60212 0.033
H -5.62954 1.30972 -0.78333 0.116
H -6.78703 1.48923 -2.96553 0.112
H -5.86774 0.35292 -4.96174 0.112
H -3.78736 -0.95322 -4.78970 0.116
Cl -2.06241 -5.36669 5.11940 0.689
C -1.85188 -4.06274 3.99610 -0.662
C -2.97721 -3.50445 3.37575 -0.098
C -2.84428 -2.47427 2.48060 -0.558
Cl -4.25648 -1.79045 1.75347 0.744
C -1.57665 -1.93975 2.14769 -0.364
O -1.45827 -0.95775 1.30823 -0.290
C -0.47166 -2.51143 2.80672 -0.132
C 0.84366 -1.98361 2.58356 -0.147
O 1.13121 -1.06256 1.82722 -0.076
C -0.61315 -3.57004 3.71910 -0.051
H -3.96227 -3.88489 3.61324 0.114
H 1.66345 -2.44771 3.14937 0.149
H 0.26603 -3.98214 4.20549 0.124
C -0.53041 7.60525 2.69040 -0.048
C -0.80659 6.22690 2.14464 -0.266
C -1.61980 5.33304 2.82308 -0.015
C -1.92757 4.06765 2.31980 -0.285
C -2.81729 3.18022 3.16337 -0.069
C -1.38677 3.69565 1.08294 -0.470
Se -1.89364 2.02508 0.28603 0.808
C -0.56030 4.58022 0.37116 -0.283
C 0.01082 4.27810 -0.99427 -0.066
C -0.28186 5.82540 0.92384 -0.019
H -0.75758 7.66203 3.75520 0.075
H -1.14470 8.35124 2.18057 0.084
H 0.51373 7.88865 2.54678 0.077
H -2.03979 5.62260 3.78386 0.120
H -3.62623 3.76695 3.60598 0.085
H -2.24552 2.74249 3.98674 0.068
H -3.25548 2.36818 2.58492 0.031
H 0.09384 3.21317 -1.18393 0.014
H 0.99122 4.73682 -1.10727 0.072
H -0.63330 4.69479 -1.77600 0.088
H 0.35930 6.50732 0.36860 0.123